{"formula": "C3H5NO4", "method": "ωB97M-V/def2-TZVPD", "elements": ["C", "C", "C", "H", "H", "H", "H", "H", "N", "O", "O", "O", "O"], "xyz": [[-1.8806, 0.3777, 0.3016], [0.4804, 0.9249, -0.4909], [1.4939, 0.0121, 0.0987], [-1.3039, -2.1547, -1.1948], [-2.6781, 1.0974, 0.7460], [0.9994, 1.9587, -0.5035], [0.2471, 0.7963, -1.5426], [1.9333, -1.2061, 1.5159], [-1.8668, -0.8592, 0.0322], [-0.4582, -1.3813, -0.2487], [-0.6421, 1.1323, 0.3924], [1.2568, -0.4533, 1.3576], [2.4188, -0.2448, -0.4637]], "lowdin_charge": [-0.16, -0.11, -0.65, 0.35, 0.17, 0.17, 0.14, 0.17, -0.03, -0.20, -0.11, 0.07, 0.20], "e_tot_ev": -12865.7119, "lumo_energy_ha": -0.0235, "homo_energy_ev": -9.944}

{"formula": "C2H20O8", "method": "ωB97M-V/def2-TZVPD", "elements": ["C", "C", "O", "H", "H", "H", "H", "H", "H", "O", "H", "H", "O", "H", "H", "O", "H", "H", "O", "H", "H", "O", "H", "H", "O", "H", "H", "O", "H", "H"], "xyz": [[2.6424, 1.9128, -0.1016], [1.2663, 1.5690, 0.3830], [0.6025, 2.8076, 0.7657], [2.5432, 2.5099, -1.0118], [3.1934, 1.0251, -0.4540], [3.2264, 2.4375, 0.6426], [1.2517, 0.8561, 1.2036], [0.7321, 1.0707, -0.4453], [-0.3482, 2.7281, 0.6356], [1.6909, -2.8245, 0.3629], [1.3795, -2.7966, -0.5800], [1.6345, -3.7553, 0.6344], [-1.0733, -0.9599, 1.1806], [-0.2540, -1.4455, 0.9292], [-1.4793, -0.6635, 0.3257], [0.8969, -0.3935, 3.5354], [1.5194, -0.9872, 3.0863], [0.2292, -0.2059, 2.8526], [-0.6315, 0.3925, -3.2379], [-1.1368, 0.4324, -4.0629], [-1.3010, 0.4897, -2.4859], [-3.6793, -0.2640, 2.2217], [-4.1803, -0.4959, 1.4311], [-2.7668, -0.6236, 2.0674], [-2.4574, 0.4386, -0.9741], [-3.2865, 0.1361, -1.3928], [-2.7160, 1.1980, -0.4116], [0.8045, -1.8339, -2.1065], [0.1452, -1.1199, -2.3064], [1.5524, -1.6349, -2.6870]], "lowdin_charge": [-0.09, -0.31, -0.08, 0.08, 0.08, 0.08, 0.08, 0.10, 0.06, -0.09, 0.01, 0.04, -0.09, 0.04, 0.02, -0.07, 0.03, 0.00, -0.09, 0.06, 0.03, -0.08, 0.02, 0.01, -0.06, 0.09, 0.09, -0.08, 0.02, 0.06], "e_tot_ev": -18778.6801, "lumo_energy_ha": -0.0178, "homo_energy_ev": -10.176, "smiles": "CCO.O.O.O.O.O.O.O"}

In the order shown, the computed Kohn-Sham gap values come out to 9.3; 9.7 eV.
In the order shown, the computed relative energy (zero: lowest compared OMol25 entry of this formula, charge and spin) values come out to 7.163; 0.384 eV.